P.
A 2-piece molecular cluster, C6H15NO overall, computed with ωB97M-V with the def2-TZVPD basis set.

Atoms and positions in Å:
C 0.666 -1.974 1.630
C 1.484 -1.117 0.713
C 1.075 -0.899 -0.751
C -0.240 -0.379 -1.072
C -1.310 -1.196 -1.029
C 0.595 1.882 -0.492
N -0.217 0.992 -1.424
H 1.297 -2.638 2.097
H 0.249 -1.490 2.532
H -0.103 -2.280 0.892
H 1.950 -0.113 1.009
H 2.480 -1.472 0.682
H 1.374 -1.816 -1.334
H 1.793 -0.355 -1.388
H -2.321 -1.058 -1.148
H -1.159 -2.242 -0.684
H 0.351 1.485 0.606
H 0.577 2.845 -0.800
H 1.671 1.565 -0.552
H -1.089 1.337 -1.647
H -1.576 1.577 0.950
H -1.472 2.182 2.335
O -2.016 2.204 1.553

Properties
total charge	0
orbital gap	9.1	eV
SMILES string	C=C(CCC)NC.O
LUMO energy	0.78	eV
multiplicity	1

Atomic partial charges in e from the Mulliken method, atoms 1 to 4:
1. C -0.911
2. C -0.330
3. C -1.486
4. C 1.001

***

Q.
A 3-piece molecular cluster, C6H15NO overall, computed with ωB97M-V with the def2-TZVPD basis set.

Atoms and positions in Å:
C 0.042 0.301 0.613
C -0.454 0.138 -0.680
C 1.585 -0.038 -1.407
C -2.136 0.464 1.252
C 0.616 1.598 1.105
C -1.090 -1.132 -1.163
N 2.198 -1.274 -1.107
O 0.502 -0.821 1.259
H 0.684 -0.602 2.183
H -0.775 1.051 -1.166
H 1.566 -2.058 -1.234
H 2.543 -1.324 -0.154
H 1.323 0.058 -2.458
H 2.182 0.815 -1.093
H 0.277 2.434 0.495
H -2.849 0.885 0.544
H -2.374 -0.567 1.513
H -2.065 1.093 2.139
H 1.710 1.571 1.100
H 0.298 1.775 2.136
H -0.800 -1.340 -2.198
H -2.177 -1.043 -1.128
H -0.805 -1.986 -0.550

Properties
total charge	0
orbital gap (spin up / spin down)	6.8 / 6.8	eV
LUMO energy (spin up / spin down)	0.67 / 0.67	eV
multiplicity	1

Atomic partial charges in e from the Mulliken method, atoms 1 to 4:
1. C 0.736
2. C -0.086
3. C -0.786
4. C -1.155

***

R.
A 2-piece molecular cluster, C6H15NO overall, computed with ωB97M-V with the def2-TZVPD basis set.

Atoms and positions in Å:
C -1.755 0.370 1.372
C -0.539 -0.468 1.915
C -0.157 -1.609 0.959
C 2.290 -0.754 -1.923
C 1.570 -0.607 -0.643
C 0.514 -1.355 -0.359
N -1.336 1.430 0.424
H -2.279 -0.337 0.733
H -2.201 0.907 2.197
H 0.325 0.077 2.293
H -0.871 -0.967 2.845
H 0.454 -2.266 1.600
H -1.002 -2.273 0.718
H 3.168 -1.393 -1.911
H 1.719 -1.079 -2.797
H 2.709 0.196 -2.362
H 2.008 0.111 0.056
H 0.297 -2.168 -1.050
H -0.437 1.375 -0.032
H -1.383 2.350 0.839
H -0.972 2.169 -2.091
H -1.243 3.215 -0.961
O -0.879 3.077 -1.823

Properties
total charge	0
orbital gap	10.0	eV
SMILES string	C/C=C/CCCN.O
LUMO energy	0.94	eV
multiplicity	1

Atomic partial charges in e from the Mulliken method, atoms 1 to 4:
1. C -0.662
2. C -0.644
3. C -0.790
4. C -1.399

***

Here are the energies relative to the best structure, in kJ/mol: P 140.6; Q 274.9; R 0.0.